No. 1
This record from OMol25 describes a molecular structure, C12H32FeN2O9P at a distorted geometry. The level of theory is the ωB97M-V functional and the def2-TZVPD basis.

Positions of all 57 atoms, in Å:
Fe: 0.72311 -0.39569 -1.01209
P: 0.58577 -0.72582 -3.32456
O: 0.52487 -0.99342 -4.85420
O: 0.92955 0.70084 -2.74350
O: 1.69043 -1.38688 -2.47589
O: -0.57441 -1.15360 -2.35298
C: -1.60320 2.74738 0.88935
C: -1.10421 1.28843 1.02425
C: -2.02946 0.42269 1.83717
O: -3.20809 0.09091 1.03426
C: -4.25447 -0.51482 1.73436
N: -0.81117 0.85640 -0.34734
H: -0.77766 3.34318 0.49999
H: -1.81631 3.17783 1.86781
H: -2.39599 2.84833 0.14813
H: -0.11067 1.34656 1.46877
H: -2.13988 0.81785 2.84701
H: -1.51266 -0.51850 2.02470
H: -4.58814 0.22553 2.46145
H: -3.92472 -1.43532 2.21607
H: -5.02182 -0.80058 1.01491
H: -0.63551 1.73969 -0.80454
H: -1.77306 0.73509 -0.63044
C: -3.31033 -2.89746 -2.47407
C: -3.76424 -1.68592 -1.63843
O: -3.02238 -0.49466 -1.94884
O: -2.03008 -3.34627 -2.08566
H: -3.24615 -2.71069 -3.54602
H: -4.00843 -3.73277 -2.41929
H: -3.65025 -1.95295 -0.58782
H: -4.83175 -1.53946 -1.80297
H: -2.08528 -0.69758 -1.99653
H: -1.40831 -2.64572 -2.29598
C: -0.42515 -2.75560 0.70029
O: 0.46364 -1.62248 0.58820
C: 1.76458 -1.82288 1.16298
C: 2.49942 -0.46585 1.35733
N: 2.41166 0.25156 0.03943
C: 2.65205 1.71980 0.25021
C: 4.10969 1.97751 0.62294
O: 4.21877 3.39738 0.58924
C: 5.54278 3.80733 0.72511
H: -0.10591 -3.62792 0.12998
H: -1.44395 -2.48492 0.42306
H: -0.60495 -3.03501 1.73842
H: 2.38625 -2.43611 0.51061
H: 1.72321 -2.29380 2.14512
H: 3.53418 -0.67203 1.63093
H: 2.09255 0.15948 2.15202
H: 3.20890 -0.08179 -0.48345
H: 1.91217 2.10797 0.95022
H: 2.44993 2.25547 -0.67731
H: 4.70151 1.49058 -0.15213
H: 4.34194 1.66857 1.64212
H: 6.06337 3.18887 1.45628
H: 5.64495 4.85468 1.00923
H: 6.04331 3.70656 -0.23792

Values from the calculation:
Highest occupied orbital energy (alpha / beta) (eV): -8.338 / -8.213
ΔE to the lowest compared entry with this formula, charge and spin (eV): 0.010
Gap between HOMO and LUMO (alpha / beta) (eV): 8.14 / 7.53
Spin multiplicity: 6

How is the electron density shared among the atoms? According to Mulliken, the charges in e are: 0.3706, 0.5122, -0.7974, -0.6582, -0.7057, 0.0004, -1.4568, 0.5123, -0.8867, -0.2403, -0.9684, 0.2636, 0.4295, 0.4193, 0.3854, -0.3093, 0.5778, 0.1364, 0.3567, 0.3661, 0.2467, 0.2941, 0.4720, -0.6390, -0.0386, -0.6095, -0.5627, 0.3038, 0.3685, -0.1420, 0.4334, 0.4304, 0.4350, -0.7649, 0.3139, -0.7500, -0.7834, -0.0220, -0.7686, -0.4684, -0.3347, -0.7563, 0.3333, -0.0588, 0.3853, 0.4208, 0.4601, 0.4830, 0.4386, 0.2880, 0.2383, 0.3886, 0.4140, 0.3902, 0.3009, 0.2573, 0.2951

No. 2
This record from OMol25 describes a molecular structure, C12H32FeO16PS4 at a distorted geometry. The level of theory is the ωB97M-V functional and the def2-TZVPD basis.

Positions of all 66 atoms, in Å:
Fe: -1.17563 1.03350 0.04198
P: -3.06259 1.78549 -0.99822
O: -1.65707 1.96807 -1.50361
O: -4.25813 2.25894 -1.78885
O: -2.60698 2.20257 0.41072
O: -2.73263 0.33972 -0.72165
O: 0.60979 4.46833 -1.46016
S: 1.38550 3.31268 -0.95715
O: 0.67079 2.15515 -0.34672
O: 2.30675 2.61344 -2.15148
C: 2.73855 3.50972 -3.17526
C: 3.22651 2.63004 -4.29172
C: 2.77687 3.85739 0.15370
H: 3.47463 4.21189 -2.78379
H: 1.90856 4.10118 -3.56178
H: 4.02276 1.93304 -4.03043
H: 3.45185 3.13728 -5.22982
H: 2.47878 1.89926 -4.59987
H: 2.43306 4.45798 0.99583
H: 3.51469 4.46593 -0.36917
H: 3.25841 2.96161 0.54586
O: 1.59059 2.71063 3.01625
S: 0.25615 2.10718 3.04959
O: -0.43997 1.66820 1.81657
O: 0.13571 0.77336 4.08782
C: 0.85665 0.90040 5.35770
C: 0.45835 -0.22720 6.32740
C: -0.89656 3.27802 4.03530
H: 0.59107 1.89775 5.70822
H: 1.91288 0.88576 5.08887
H: 0.86165 -1.19617 6.03322
H: -0.62995 -0.23603 6.38757
H: 0.85415 0.00357 7.31644
H: -1.21841 4.06626 3.35472
H: -0.24635 3.78923 4.74522
H: -1.73380 2.73719 4.47648
O: -1.41568 -2.65119 3.01065
S: -1.69389 -2.10028 1.66311
O: -1.15930 -0.81974 1.18304
O: -1.31800 -3.27199 0.55834
C: -1.36794 -4.60121 0.99922
C: -1.18616 -5.51132 -0.22405
C: -3.58311 -2.12784 1.51173
H: -2.37475 -4.70778 1.40303
H: -0.54549 -4.69443 1.70845
H: -1.98158 -5.28975 -0.93561
H: -1.32303 -6.57342 -0.02078
H: -0.25171 -5.36273 -0.76517
H: -3.95310 -1.35456 2.18497
H: -3.89967 -3.12932 1.80316
H: -3.86067 -1.71093 0.54361
O: -0.09234 -0.26600 -1.12736
S: 0.38805 -0.78755 -2.38941
O: 1.81815 -0.95460 -2.67685
O: -0.40717 -2.21497 -2.67179
C: 0.09375 -3.02902 -3.76848
C: 1.11499 -3.95448 -3.17045
C: -0.44127 0.16184 -3.75042
H: 0.57088 -2.48471 -4.58345
H: -0.72448 -3.59287 -4.21644
H: 1.99260 -3.34017 -2.96915
H: 1.44217 -4.62322 -3.96659
H: 0.70576 -4.53884 -2.34634
H: -0.01487 1.16080 -3.65901
H: -1.52017 0.15440 -3.59547
H: -0.12851 -0.24518 -4.71198

Values from the calculation:
Highest occupied orbital energy (alpha / beta) (eV): -13.100 / -13.157
Gap between HOMO and LUMO (alpha / beta) (eV): 11.09 / 7.37
Spin multiplicity: 7
Total charge: +1

How is the electron density shared among the atoms? According to Mulliken, the charges in e are: 2.3299, 0.6324, -0.1612, -0.7535, -0.4318, -0.3639, -0.6495, 0.7378, -0.6118, -0.1554, -0.2151, -1.1987, -1.0867, 0.3348, 0.3271, 0.3395, 0.3975, 0.2119, 0.3760, 0.4352, 0.3516, -0.6074, 0.6949, 0.2348, -0.0569, -0.2480, -1.2239, -1.1017, 0.3363, 0.3067, 0.3169, 0.3026, 0.3976, 0.4519, 0.5016, 0.2924, -0.6291, 0.4822, -0.7796, 0.0083, -0.2721, -1.1053, -0.9696, 0.3146, 0.3148, 0.3186, 0.4269, 0.0720, 0.4091, 0.3892, 0.3089, -0.2449, 0.9731, -0.6041, -0.2214, -0.3866, -0.6822, -0.8746, 0.3135, 0.4106, 0.2780, 0.4583, -0.1499, 0.2223, 0.3255, 0.4493

No. 3
This record from OMol25 describes a molecular structure, C12H32IIrOP2Si at a distorted geometry. The level of theory is the ωB97M-V functional and the def2-TZVPD basis.

Positions of all 50 atoms, in Å:
C: -0.01043 -0.12425 -4.70123
I: -1.67613 -0.45663 -3.28581
H: 0.92306 -0.05331 -4.13945
H: -0.26944 0.79060 -5.24696
H: -0.04167 -0.98616 -5.37697
Ir: -0.81389 -0.06565 -0.70314
P: 0.02868 2.08259 -1.06301
C: -1.36343 3.14932 -1.58116
C: 0.78135 3.03309 0.30648
H: 1.16184 3.99305 -0.07540
H: 1.52870 3.36085 -2.44981
H: 1.63098 2.48247 0.73103
H: 2.21522 1.75955 -2.05447
H: -2.18682 3.06948 -0.85999
H: 0.04931 3.24744 1.09482
C: 1.30028 2.28757 -2.35986
H: -1.02430 4.19335 -1.61959
H: 0.94640 1.89786 -3.32143
H: -1.71715 2.84381 -2.57154
P: -0.02110 -2.26057 -0.69422
C: -1.44140 -3.33318 -1.12407
C: 1.27533 -2.65422 -1.92479
H: 1.67011 -2.77544 0.99943
H: 0.62099 -4.16676 0.63772
H: 0.00805 -2.86343 1.68230
C: 0.63317 -3.07937 0.80491
H: 2.20431 -2.13223 -1.65339
H: 1.46129 -3.73865 -1.88795
H: -1.13331 -4.37943 -0.99775
H: -1.74595 -3.15627 -2.16331
H: 0.96051 -2.36203 -2.93428
H: -2.28338 -3.12417 -0.45040
C: -2.65830 0.01359 -0.46393
O: -3.79875 0.06042 -0.24510
C: 1.84634 -0.59364 2.55645
Si: 0.19625 0.19515 2.89346
C: -0.74154 -0.70366 4.27242
C: 0.44409 1.98211 3.45015
C: -0.97620 0.11918 1.39346
H: 2.65922 -0.10109 3.11130
H: 2.09887 -0.56279 1.48779
H: 1.84070 -1.64467 2.87799
H: -0.15168 -0.75755 5.19924
H: -1.68110 -0.17257 4.49960
H: -0.99313 -1.72985 3.96451
H: 1.19937 2.51757 2.85890
H: -0.49434 2.55250 3.39044
H: 0.76235 1.99706 4.50401
H: -1.65789 -0.70568 1.70695
H: -1.56549 1.05462 1.52564

Values from the calculation:
Highest occupied orbital energy (alpha / beta) (eV): -12.152 / -16.000
Gap between HOMO and LUMO (alpha / beta) (eV): 6.02 / 5.87
Spin multiplicity: 5
Total charge: +2

How is the electron density shared among the atoms? According to Mulliken, the charges in e are: -0.9630, 0.1882, 0.3397, 0.4053, 0.3766, 0.9136, 0.9539, -1.3554, -1.3550, 0.5639, 0.4760, 0.3435, 0.3812, 0.3698, 0.3638, -1.1123, 0.4484, 0.1781, 0.3790, 0.8336, -1.2837, -1.1346, 0.3548, 0.5926, 0.2616, -1.2371, 0.3648, 0.4546, 0.4715, 0.3293, 0.2633, 0.3811, 0.0758, -0.3646, -1.0313, -0.2307, -1.0939, -1.1501, -1.4134, 0.4632, 0.3130, 0.3524, 0.3710, 0.3324, 0.3428, 0.3617, 0.3942, 0.3875, 0.7296, 0.6130

| no. | energy (eV) |
| --- | --- |
| 1 | -78046.175 |
| 2 | -132730.054 |
| 3 | -52387.026 |